# C23H19N3O4

C23H19N3O4 in the gas phase in a non-equilibrium geometry (the ωB97M-V functional and the def2-TZVPD basis, the Open Molecules 2025 dataset).

Output
E_HOMO, eV: -7.864
ΔE to the lowest compared entry with this formula, charge and spin, kJ/mol: 788.4
SMILES: Cn1cc([C@H](c2ccccc2)[C@H](c2ccc([N+](=O)[O-])cc2)[N+](=O)[O-])c2ccccc21
Kohn-Sham gap, eV: 6.799

The geometry in ORCA input format:
```
! wB97M-V def2-TZVPD RIJCOSX def2/J DEFGRID3
* xyz 0 1
C 5.22413 -0.48640 0.79771
N 3.81326 -0.78737 0.71845
C 2.81220 0.18474 0.62666
C 1.56621 -0.44004 0.66440
C 0.28406 0.36790 0.72120
C -0.97656 -0.45790 0.58691
C -1.04854 -1.52271 -0.32677
C -2.09977 -2.43392 -0.19050
C -3.07990 -2.24851 0.79276
C -3.08625 -1.07300 1.55813
C -2.06611 -0.12290 1.40178
C 1.82049 -1.88456 0.87791
C 1.11889 -2.97513 1.33561
C 1.75008 -4.18957 1.67546
C 3.16360 -4.30341 1.62169
C 3.93375 -3.20951 1.16458
C 3.24389 -2.04717 0.82663
H 5.79093 -1.42627 0.71365
H 5.52040 0.18816 -0.02513
H 5.45569 0.00171 1.76520
H 3.01440 1.24417 0.49788
H 0.37161 1.02541 1.63852
H -0.25960 -1.62480 -1.07212
H -2.15468 -3.24733 -0.89454
H -3.88548 -2.99337 0.91269
H -3.92790 -0.82517 2.20464
H -2.07384 0.85104 1.92927
H 0.05086 -2.90340 1.44092
H 1.17597 -5.05704 2.01819
H 3.66594 -5.22818 1.94641
H 5.01793 -3.23326 1.16521
C -0.13144 1.72807 -0.02947
N 1.17917 1.97124 -0.80708
O 1.97437 2.82134 -0.33744
O 1.39854 1.12566 -1.70210
C -1.32496 2.19144 -0.91331
C -1.31001 2.18060 -2.34150
C -2.29119 2.88656 -3.06457
C -3.44492 3.38172 -2.44210
N -4.44296 4.17173 -3.14984
O -5.39129 4.65326 -2.48721
O -4.33891 4.38054 -4.37862
C -3.50059 3.32761 -1.05593
C -2.51550 2.67783 -0.30646
H -0.15623 2.52544 0.74523
H -0.62159 1.49312 -2.86461
H -2.15024 3.06792 -4.11771
H -4.32618 3.81796 -0.58202
H -2.74170 2.45575 0.74136
*
```

=====

# CHFI2S

A molecular structure, CHFI2S in a non-equilibrium geometry (the ωB97M-V functional and the def2-TZVPD basis, the Open Molecules 2025 dataset).

Output
E_HOMO (spin up / spin down), eV: -9.708 / -9.873
ΔE to the lowest compared entry with this formula, charge and spin, kJ/mol: 198.8
Kohn-Sham gap (spin up / spin down), eV: 6.789 / 6.679

The geometry in ORCA input format:
```
! wB97M-V def2-TZVPD RIJCOSX def2/J DEFGRID3
* xyz 0 1
C -0.74173 -0.22404 -0.11475
F -0.46614 -0.35161 -1.44069
S 0.55106 0.68096 0.69076
I -2.66606 0.77541 0.13568
I 4.24544 0.21966 0.14883
H -0.92258 -1.10039 0.58018
*
```

=====

# C2H7FN2

C2H7FN2 in the gas phase in a non-equilibrium geometry (the ωB97M-V functional and the def2-TZVPD basis, the Open Molecules 2025 dataset).

Output
E_HOMO, eV: -9.524
ΔE to the lowest compared entry with this formula, charge and spin, kJ/mol: 133.6
SMILES: CC(N)(N)F
Kohn-Sham gap, eV: 10.532

The geometry in ORCA input format:
```
! wB97M-V def2-TZVPD RIJCOSX def2/J DEFGRID3
* xyz 0 1
C 0.65625 -0.73529 0.99445
C -0.21291 -0.10189 -0.15218
N -0.04592 -0.57313 -1.46535
N -0.27859 1.48861 0.21894
F -1.51854 -0.51645 0.12398
H -0.11963 -1.20592 1.66441
H 1.44809 -1.50143 0.65518
H 1.30024 -0.00529 1.54532
H -0.75069 -0.04745 -2.02667
H 0.93722 -0.55820 -1.73832
H -1.18445 1.67310 0.71737
H -0.23107 2.08335 -0.53714
*
```

=====

# C35H53O2Si4

A gas-phase ion, C35H53O2Si4 (charge +1) in a non-equilibrium geometry (the ωB97M-V functional and the def2-TZVPD basis, the Open Molecules 2025 dataset).

Output
E_HOMO, eV: -9.147
ΔE to the lowest compared entry with this formula, charge and spin, kJ/mol: 553.1
Kohn-Sham gap, eV: 3.676

The geometry in ORCA input format:
```
! wB97M-V def2-TZVPD RIJCOSX def2/J DEFGRID3
* xyz 1 1
C -1.77666 -3.04727 -2.59753
Si -1.50703 -4.50975 -1.31639
C -1.06634 -5.90282 0.13796
C -2.91684 -5.57054 -2.00779
Si 2.11485 -2.94211 -0.15262
Si 2.99368 -1.61662 -1.82958
C 2.89186 0.21033 -1.35730
C 4.76617 -2.21569 -2.05592
C 1.94024 -2.02064 -3.34163
Si 3.05065 -2.69595 1.93255
C 2.26014 -1.29693 2.91078
C 2.73158 -4.36619 2.73542
C 4.90238 -2.46512 1.67409
O 1.61244 -4.62074 -0.42321
C 1.37268 -5.19164 -1.58608
C 0.04694 -5.20814 -2.12880
C 0.06422 -5.09354 -3.70534
C 1.39994 -5.17554 -4.45246
C 2.65970 -5.43660 -3.63959
C 2.46020 -5.96542 -2.22480
H -2.28308 -2.18128 -2.16662
H -0.81494 -2.67740 -2.98098
H -2.39884 -3.40391 -3.43299
H -2.01896 -6.26080 0.54779
H -0.48163 -6.76040 -0.22364
H -0.46644 -5.43163 0.92888
H -3.30310 -6.27349 -1.26089
H -3.74512 -4.92838 -2.33081
H -2.58508 -6.15410 -2.88505
H 3.56759 0.78327 -2.01120
H 1.87859 0.61624 -1.47961
H 3.20032 0.38053 -0.31663
H 5.16835 -1.74151 -2.96327
H 5.40227 -1.94174 -1.20372
H 4.81734 -3.30569 -2.18708
H 2.58877 -2.03605 -4.23206
H 1.44067 -3.00214 -3.26141
H 1.16717 -1.25125 -3.48826
H 2.27976 -1.55141 3.98124
H 2.80292 -0.35191 2.76840
H 1.21386 -1.14251 2.60983
H 3.50426 -4.53391 3.49872
H 1.74625 -4.39529 3.21808
H 2.78511 -5.18510 2.00378
H 5.40314 -2.75949 2.60781
H 5.28207 -3.10248 0.86380
H 5.16258 -1.42326 1.44559
H -0.24230 -6.28710 -2.04080
H -0.58865 -5.90907 -4.07570
H -0.47194 -4.19503 -4.03379
H 1.29380 -5.97000 -5.20128
H 1.57368 -4.26706 -5.05389
H 3.30874 -6.11519 -4.20538
H 3.21985 -4.48997 -3.57512
H 3.41654 -5.88245 -1.68556
H 2.16892 -7.02964 -2.23866
C -6.32157 -5.66706 2.54431
C -5.09423 -5.02184 1.97534
C -3.88000 -4.99724 2.67265
C -2.75619 -4.38334 2.12676
C -2.79574 -3.83283 0.83352
C -1.53408 -3.28655 0.14348
C -1.72151 -1.71653 0.10870
C -2.87199 -1.09614 0.62978
C -3.09250 0.27940 0.56572
C -2.09946 1.10655 0.05414
O -2.16255 2.48870 0.08347
C -3.36999 3.16243 0.32632
C -3.27904 4.33707 1.08795
C -4.44210 5.05517 1.36969
C -5.68128 4.63232 0.87671
C -5.75136 3.49433 0.07243
C -4.59416 2.77022 -0.23440
C -0.89139 0.52924 -0.37557
C -0.71258 -0.84917 -0.34796
C -4.04092 -3.81622 0.16310
C -5.15980 -4.42407 0.71928
H -7.21597 -5.13608 2.19314
H -6.42354 -6.71575 2.22791
H -6.29600 -5.65140 3.64013
H -3.81736 -5.49156 3.64697
H -1.80209 -4.37368 2.66841
H -0.61968 -3.44259 0.74468
H -3.67785 -1.65479 1.09405
H -4.04778 0.67288 0.90868
H -2.29990 4.64702 1.45103
H -4.36664 5.96445 1.97375
H -6.58496 5.20729 1.10934
H -6.71185 3.15704 -0.33441
H -4.63699 1.89576 -0.89143
H -0.11053 1.19697 -0.73688
H 0.24436 -1.26522 -0.68649
H -4.15234 -3.30466 -0.79511
H -6.10035 -4.45903 0.17159
*
```